#A
C37H38ClIrN2O2P | ωB97M-V with the def2-TZVPD basis set

Last column: Mulliken spin population.
Geometry (Å):
Ir1 -0.575 -0.055 0.734  0.01
Cl1 -5.864 -5.029 0.498  0.00
C1 -4.445 -4.070 0.672  0.00
C2 -3.214 -4.687 0.944  0.00
C3 -2.068 -3.944 1.083  0.00
C4 -2.085 -2.547 0.952  0.00
O1 -0.903 -1.955 1.105  0.00
C5 -3.326 -1.921 0.692  0.00
C6 -3.521 -0.515 0.600  0.00
O2 -2.651 0.376 0.647  0.01
C7 -4.497 -2.713 0.558  0.00
H1 -3.174 -5.764 1.043  0.00
H2 -1.122 -4.425 1.291  0.00
H3 -4.555 -0.170 0.493  0.00
H4 -5.443 -2.222 0.364  0.00
N1 -0.749 0.088 2.837  0.00
C8 0.486 0.190 3.627  0.01
C9 0.434 0.359 5.000  0.00
C10 1.620 0.384 5.718  0.00
C11 2.841 0.225 5.071  0.00
C12 2.881 0.053 3.697  0.00
C13 1.694 0.051 2.967  -0.02
P1 1.656 -0.054 1.169  0.02
C14 2.939 -1.208 0.711  -0.01
C15 4.148 -0.782 0.168  0.00
C16 5.140 -1.716 -0.102  0.00
C17 4.923 -3.058 0.171  0.00
C18 3.717 -3.479 0.723  0.00
C19 2.722 -2.558 0.995  0.00
C20 2.045 1.596 0.556  0.00
C21 1.966 2.705 1.399  0.00
C22 2.126 3.981 0.875  0.00
C23 2.368 4.151 -0.480  0.00
C24 2.458 3.046 -1.322  -0.01
C25 2.294 1.773 -0.809  0.00
H5 -1.391 0.838 3.090  0.00
H6 -1.212 -0.783 3.106  0.00
H7 -0.518 0.457 5.509  0.00
H8 1.591 0.515 6.791  0.00
H9 3.760 0.233 5.640  0.00
H10 3.829 -0.076 3.189  0.00
H11 4.325 0.266 -0.036  0.00
H12 6.083 -1.392 -0.521  0.00
H13 5.698 -3.782 -0.042  0.00
H14 3.557 -4.527 0.941  0.00
H15 1.782 -2.883 1.427  0.00
H16 1.805 2.572 2.462  0.00
H17 2.076 4.841 1.530  0.00
H18 2.500 5.146 -0.882  0.00
H19 2.661 3.183 -2.376  0.00
H20 2.359 0.911 -1.464  0.00
C26 -1.595 4.548 -0.238  0.00
C27 -1.699 3.377 -1.172  -0.03
C28 -2.438 3.473 -2.361  0.25
C29 -2.583 2.397 -3.244  -0.03
C30 -3.400 2.536 -4.499  0.00
C31 -1.976 1.194 -2.940  0.12
C32 -1.216 1.047 -1.752  0.03
C33 -1.092 2.177 -0.896  0.11
N2 -0.637 -0.095 -1.317  0.47
C34 -0.289 -1.205 -2.259  -0.07
C35 0.356 -0.639 -3.542  0.02
C36 -1.537 -2.056 -2.549  0.05
C37 0.769 -2.104 -1.627  0.01
H21 -1.637 5.491 -0.781  0.00
H22 -0.668 4.518 0.333  0.00
H23 -2.427 4.542 0.470  0.00
H24 -2.912 4.416 -2.604  0.00
H25 -3.786 3.547 -4.612  0.00
H26 -4.249 1.851 -4.486  0.00
H27 -2.802 2.301 -5.379  0.00
H28 -2.139 0.355 -3.596  0.02
H29 -0.438 2.131 -0.013  0.05
H30 -0.345 -0.242 -4.268  -0.01
H31 0.911 -1.440 -4.028  0.00
H32 1.063 0.154 -3.292  0.00
H33 -2.424 -1.473 -2.784  0.00
H34 -1.772 -2.694 -1.695  -0.01
H35 -1.324 -2.709 -3.397  0.00
H36 1.727 -1.589 -1.556  0.01
H37 0.912 -2.967 -2.278  0.00
H38 0.476 -2.465 -0.647  0.00

Orbital gap (alpha / beta) in eV: 7.2 / 6.1
Charge: +2
Molecular weight in u: 801.37
Multiplicity: 2

=====

#B
C37H38ClIrN2O2P | ωB97M-V with the def2-TZVPD basis set

Last column: Mulliken spin population.
Geometry (Å):
Ir1 -0.364 -0.268 0.225  0.02
Cl1 5.490 0.512 4.575  0.00
C1 4.320 0.278 3.333  0.00
C2 4.749 -0.052 2.024  0.00
C3 3.848 -0.251 1.018  0.00
C4 2.457 -0.132 1.259  0.00
O1 1.647 -0.318 0.275  0.01
C5 2.032 0.209 2.572  0.00
C6 0.682 0.398 2.891  0.00
O2 -0.332 0.255 2.160  0.00
C7 2.991 0.412 3.600  0.00
H1 5.810 -0.146 1.830  0.00
H2 4.167 -0.501 0.016  0.00
H3 0.466 0.711 3.915  0.00
H4 2.666 0.682 4.597  0.00
N1 -2.452 -0.235 -0.078  0.00
C8 -3.111 1.072 0.077  0.00
C9 -4.485 1.135 0.227  0.00
C10 -5.097 2.378 0.296  0.00
C11 -4.342 3.540 0.195  0.00
C12 -2.966 3.464 0.055  0.00
C13 -2.336 2.221 0.016  0.00
P1 -0.544 2.012 -0.072  -0.01
C14 0.000 2.731 -1.631  0.00
C15 -0.074 1.969 -2.794  0.00
C16 0.244 2.530 -4.020  0.00
C17 0.639 3.859 -4.089  0.00
C18 0.710 4.626 -2.935  0.00
C19 0.390 4.068 -1.707  0.00
C20 0.210 2.999 1.228  0.00
C21 1.591 3.203 1.166  0.00
C22 2.246 3.837 2.210  0.00
C23 1.529 4.261 3.322  0.00
C24 0.157 4.058 3.388  0.00
C25 -0.505 3.425 2.345  0.00
H5 -2.941 -0.929 0.486  0.00
H6 -2.594 -0.538 -1.043  0.00
H7 -5.079 0.230 0.278  0.00
H8 -6.170 2.439 0.418  0.00
H9 -4.828 4.505 0.233  0.00
H10 -2.376 4.370 -0.012  0.00
H11 -0.393 0.935 -2.749  0.00
H12 0.183 1.938 -4.923  0.00
H13 0.889 4.299 -5.045  0.00
H14 1.013 5.663 -2.990  0.00
H15 0.446 4.676 -0.813  0.00
H16 2.152 2.889 0.293  0.00
H17 3.312 4.011 2.150  0.00
H18 2.039 4.766 4.132  0.00
H19 -0.402 4.400 4.249  0.00
H20 -1.574 3.262 2.411  0.00
C26 0.354 -5.870 -3.262  0.00
C27 0.326 -4.452 -2.767  -0.03
C28 0.660 -3.394 -3.619  0.27
C29 0.637 -2.054 -3.203  -0.05
C30 0.987 -0.950 -4.160  0.00
C31 0.291 -1.808 -1.897  -0.01
C32 -0.056 -2.846 -0.976  0.15
C33 -0.035 -4.178 -1.463  0.15
N2 -0.415 -2.425 0.246  0.43
C34 -0.894 -3.351 1.303  -0.10
C35 -1.236 -2.554 2.560  0.01
C36 0.221 -4.328 1.716  0.05
C37 -2.181 -4.062 0.858  0.04
H21 0.628 -5.919 -4.314  0.00
H22 -0.622 -6.341 -3.144  0.00
H23 1.076 -6.461 -2.697  0.00
H24 0.942 -3.615 -4.641  0.00
H25 1.355 -1.351 -5.102  0.00
H26 1.755 -0.297 -3.744  0.00
H27 0.112 -0.339 -4.382  0.00
H28 0.325 -0.742 -1.561  0.09
H29 -0.308 -5.003 -0.827  0.02
H30 -0.336 -2.178 3.045  0.00
H31 -1.739 -3.215 3.265  0.00
H32 -1.903 -1.713 2.366  0.00
H33 1.152 -3.781 1.873  -0.01
H34 0.412 -5.124 1.003  0.00
H35 -0.056 -4.795 2.660  0.00
H36 -3.001 -3.345 0.766  -0.01
H37 -2.470 -4.782 1.622  0.00
H38 -2.097 -4.587 -0.090  0.00

Orbital gap (alpha / beta) in eV: 6.7 / 5.8
Charge: +2
Molecular weight in u: 801.37
Multiplicity: 2

=====

Energetically preferred structure: #A | next structure: +41.1 kJ/mol